(1)
{"formula": "C21H19BrN2O7PtS", "method": "wB97M-V/def2-TZVPD", "elements": ["Pt", "O", "C", "O", "C", "O", "O", "C", "C", "N", "C", "C", "C", "S", "N", "C", "O", "C", "C", "C", "C", "C", "C", "H", "H", "H", "H", "H", "H", "H", "H", "H", "H", "H", "H", "H", "H", "H", "Br", "C", "C", "C", "C", "C", "C", "C", "O", "O", "H", "H", "H", "H"], "coordinates": [[7.80959, 9.06497, 11.18600], [10.59444, 7.84873, 16.39685], [10.51922, 6.68770, 16.58250], [10.45822, 5.51958, 16.77693], [3.97481, 3.90844, 8.14161], [4.31689, 4.44023, 9.09869], [3.53712, 3.27539, 7.28448], [10.48456, 6.62584, 6.20302], [9.39090, 7.69410, 6.27470], [8.32539, 7.30794, 7.21800], [6.97662, 7.49136, 6.63322], [6.42795, 8.90102, 6.40798], [8.52341, 7.61674, 8.50558], [7.10021, 7.75205, 9.53306], [9.79142, 7.70141, 8.89592], [10.24376, 7.85169, 10.12271], [9.56751, 8.07955, 11.21141], [11.65732, 7.58326, 10.42035], [12.03684, 7.21349, 11.76322], [13.27941, 6.62358, 11.94883], [14.18120, 6.43290, 10.88357], [13.88955, 7.00928, 9.67719], [12.65091, 7.58842, 9.46467], [11.18033, 6.90769, 5.45295], [10.04996, 5.66044, 5.95650], [10.98078, 6.46210, 7.15327], [8.90764, 7.78538, 5.33810], [9.86737, 8.64360, 6.58899], [6.34667, 6.87585, 7.32462], [7.03932, 6.97124, 5.64943], [6.42474, 9.53769, 7.29001], [5.39543, 8.82158, 6.04488], [6.98826, 9.37601, 5.61700], [11.37259, 7.39156, 12.66991], [13.56032, 6.35212, 12.97619], [15.11373, 5.87284, 10.93440], [14.73440, 7.10108, 8.97099], [12.47658, 7.97036, 8.47133], [6.75033, 14.00547, 12.01894], [8.06746, 12.71859, 12.47633], [9.46935, 13.02727, 12.39681], [10.43290, 12.16644, 12.91745], [10.09275, 10.93090, 13.44546], [8.76201, 10.57930, 13.48132], [7.74876, 11.43920, 13.04010], [6.30077, 10.80169, 12.87285], [5.39542, 11.10766, 13.61636], [6.16801, 10.04269, 11.81971], [9.68643, 13.89008, 11.73104], [11.49926, 12.41769, 12.86337], [10.85447, 10.22047, 13.87035], [8.53007, 9.66849, 14.02951]], "forces_ev_per_angstrom": [[1.2, 0.3, 1.8], [-0.2, -2.3, 0.4], [0.1, -0.2, -0.1], [0.1, 2.5, -0.4], [-0.4, -0.3, 1.1], [0.6, 0.8, 0.4], [-0.2, -0.4, -1.5], [-0.9, -0.3, 0.4], [0.9, -0.7, 1.8], [-0.6, 0.9, -3.1], [0.0, -1.6, 0.7], [-0.1, -0.3, 0.0], [1.0, 0.4, 3.4], [-0.5, -1.0, -1.4], [-1.0, 0.2, -2.1], [1.5, -0.3, 2.5], [0.0, 0.2, -0.4], [-2.0, -0.1, 0.8], [0.2, 0.2, 0.7], [-0.3, 0.0, 0.5], [0.5, -0.5, 1.0], [0.2, 0.8, -0.7], [1.4, -0.3, -1.5], [0.9, 0.1, -0.8], [-0.2, -0.2, -0.3], [0.0, 0.4, 0.1], [-0.3, 0.3, -1.2], [-0.4, -0.2, -0.2], [0.0, 0.8, -0.9], [-0.3, 0.2, 0.5], [0.1, -0.2, 0.1], [0.1, 0.0, 0.1], [0.3, 0.4, -0.3], [0.8, -0.3, -1.6], [0.0, -0.1, -0.4], [-0.1, 0.2, 0.6], [-0.8, -0.2, -0.1], [-0.4, 0.2, -0.1], [0.2, -0.3, -0.2], [1.8, -2.4, 1.7], [-1.6, 0.6, -1.0], [0.6, 0.2, -0.6], [0.9, -0.1, 0.9], [-0.3, -0.3, 0.4], [-1.4, 0.6, -1.4], [0.8, 0.2, -1.6], [-0.5, 0.3, 0.9], [-0.6, 1.4, 1.3], [0.3, -0.4, 1.0], [-0.5, 0.1, -0.2], [-0.8, 0.9, -0.6], [-0.4, 0.0, -0.5]], "lowdin_spin": [0.49, 0.00, 0.00, 0.00, 0.00, 0.00, 0.00, 0.00, 0.01, 0.05, 0.02, 0.00, 0.13, 0.19, 0.01, 0.18, 0.19, 0.09, 0.08, 0.01, 0.12, 0.03, 0.08, 0.00, 0.00, 0.00, 0.00, 0.00, 0.01, 0.00, 0.00, 0.00, 0.00, 0.01, 0.00, 0.01, 0.00, 0.01, 0.00, 0.02, 0.05, 0.00, 0.06, 0.03, 0.04, 0.01, 0.00, 0.02, 0.00, 0.00, 0.00, 0.01], "s2": 2.0306, "homo_energy_ha": [0.0543, -0.0351], "max_force_ev_per_a": 3.553, "e_above_lowest_kj_mol": 56.5, "charge": -2, "total_energy_ev": -123522.5576, "spin_multiplicity": 3}

=====

(2)
{"formula": "C6H18BrO8P2", "method": "wB97M-V/def2-TZVPD", "elements": ["Br", "C", "O", "P", "O", "O", "C", "O", "C", "H", "H", "H", "H", "H", "H", "H", "H", "H", "C", "O", "P", "O", "O", "C", "O", "C", "H", "H", "H", "H", "H", "H", "H", "H", "H"], "coordinates": [[-29.44409, -25.24032, 13.06652], [-30.68447, -22.68715, 13.89402], [-30.96153, -22.20485, 12.61104], [-30.44392, -22.87408, 11.20676], [-30.24462, -24.35446, 11.25690], [-29.11967, -21.98383, 10.89773], [-29.05375, -20.57347, 10.91290], [-31.43910, -22.30448, 10.14546], [-31.35559, -22.51701, 8.80284], [-29.91989, -23.46374, 13.87313], [-31.61247, -23.04914, 14.33659], [-30.24933, -21.92381, 14.53905], [-28.84184, -20.22734, 9.90127], [-28.30547, -20.19845, 11.61114], [-30.00226, -20.10201, 11.17011], [-30.36559, -22.67760, 8.37599], [-31.77183, -21.58776, 8.41380], [-32.02103, -23.35702, 8.60367], [-29.53373, -27.80716, 14.27651], [-30.84405, -27.40793, 13.93811], [-31.22823, -27.36031, 12.36622], [-30.41307, -26.47680, 11.49574], [-32.79079, -27.09661, 12.33569], [-33.78834, -27.74798, 13.12780], [-31.05801, -28.90417, 11.89616], [-31.54941, -30.04252, 12.66701], [-29.57418, -28.04259, 15.34001], [-28.84507, -26.97235, 14.14635], [-29.10839, -28.62125, 13.68961], [-33.47382, -28.30117, 14.01276], [-34.40871, -28.41505, 12.52926], [-34.48631, -27.01776, 13.53732], [-30.70029, -30.58435, 13.08356], [-32.12574, -30.73886, 12.05787], [-32.10846, -29.74790, 13.55513]], "forces_ev_per_angstrom": [[5.8, 1.5, 6.8], [0.3, 0.0, 1.5], [-0.3, 0.6, -3.3], [1.5, -1.8, 2.5], [-1.8, 6.2, -5.0], [0.3, -0.7, 0.1], [-0.7, 0.2, -0.3], [-0.8, 1.4, 2.5], [-0.9, 0.0, -1.5], [-0.4, 0.0, 0.2], [0.1, -0.1, 0.1], [-0.3, 0.8, -0.2], [0.3, 0.0, -0.1], [0.1, -0.3, 0.0], [-0.2, -0.2, 0.2], [0.2, -0.1, 0.3], [0.0, -0.2, -0.8], [0.2, -0.1, -0.7], [1.1, -0.6, 1.2], [-1.8, -1.0, -1.4], [2.2, 0.3, -0.9], [-3.9, -5.6, -1.8], [-0.7, -0.1, 0.9], [-0.6, 0.2, 0.3], [-0.7, -1.2, 0.6], [0.8, 0.7, 0.3], [0.0, -0.4, 0.0], [-0.2, 0.0, 0.1], [-0.5, -0.4, -0.1], [0.7, 0.1, -0.2], [0.3, -0.1, -0.4], [0.2, 0.5, -0.2], [0.3, 0.0, -0.3], [-0.1, 0.4, -0.2], [-0.2, 0.1, -0.3]], "lowdin_charge": [0.57, -0.24, -0.24, 0.46, -0.52, -0.23, -0.13, -0.22, -0.14, -0.14, 0.08, 0.07, 0.08, 0.08, 0.08, 0.09, 0.09, 0.09, -0.25, -0.34, 0.38, -0.48, -0.19, -0.12, -0.24, -0.11, 0.08, -0.08, 0.08, 0.07, 0.08, 0.08, 0.07, 0.08, 0.06], "homo_energy_ha": -0.0424, "max_force_ev_per_a": 9.054, "e_above_lowest_kj_mol": 670.9, "charge": -1, "total_energy_ev": -111513.6170}

=====

(3)
{"formula": "C3H3NO2", "method": "wB97M-V/def2-TZVPD", "elements": ["C", "C", "C", "H", "H", "H", "N", "O", "O"], "coordinates": [[-1.43761, -0.16808, -0.35893], [0.30644, 0.89825, 0.58452], [1.56235, 0.09112, 0.02237], [-2.44454, 0.24830, -0.87886], [-0.14208, 0.56016, 1.53541], [0.97409, 1.87338, 0.97755], [2.11453, -0.92243, -0.30757], [-1.44557, -1.08163, 0.43800], [-0.52646, 0.93756, -0.55911]], "forces_ev_per_angstrom": [[-3.5, 1.5, 0.2], [5.9, 1.9, 0.1], [-0.2, -5.1, 0.5], [2.3, -1.5, 0.4], [0.3, -0.6, -0.9], [-2.8, -1.5, -1.7], [-1.8, 4.8, 1.1], [1.1, 2.2, -2.1], [-1.3, -1.7, 2.4]], "lowdin_charge": [-0.26, -0.20, -0.14, 0.19, 0.12, 0.17, 0.13, 0.08, -0.08], "homo_energy_ha": -0.4243, "max_force_ev_per_a": 6.223, "e_above_lowest_kj_mol": 333.5, "total_energy_ev": -8741.6751}

=====

(4)
{"formula": "CH4N2O", "method": "wB97M-V/def2-TZVPD", "elements": ["C", "N", "N", "O", "H", "H", "H", "H"], "coordinates": [[0.03177, -1.11123, 0.02755], [0.44094, 0.18488, -0.54051], [-0.27423, 1.31541, -0.43584], [1.01648, -0.56320, 0.82755], [-0.90330, -1.18282, 0.47642], [0.52611, -2.01989, -0.33000], [-1.13684, 1.31501, 0.00461], [0.29907, 2.06183, -0.02978]], "forces_ev_per_angstrom": [[2.8, 0.8, 0.0], [1.7, -2.2, -0.5], [1.7, 0.4, 0.3], [-0.8, 1.9, 0.3], [-1.9, -0.2, 0.5], [-1.2, 0.1, -1.3], [-2.1, -0.5, 1.3], [-0.1, -0.3, -0.7]], "lowdin_charge": [-0.25, -0.06, 0.04, -0.11, 0.08, 0.12, 0.06, 0.12], "homo_energy_ha": -0.3522, "max_force_ev_per_a": 2.856, "e_above_lowest_kj_mol": 495.2, "total_energy_ev": -6125.3750}